Entry 1:
Entry from the OMol25 dataset: C7H7NO4 as an isolated structure in a non-equilibrium geometry (ωB97M-V with the def2-TZVPD basis set).

Properties
Lowest unoccupied orbital energy   -0.33 eV
Relative energy (zero: lowest compared OMol25 entry of this formula, charge and spin)   465.5 kJ/mol
HOMO   -8.1 eV

Geometry as XYZ:
```
19
C7H7NO4 | the OMol25 dataset | ωB97M-V with the def2-TZVPD basis set
C -0.232 0.508 -1.911
C 0.200 -0.107 -0.609
C 0.360 -1.540 -0.470
C 0.323 -2.328 0.795
C 0.678 -1.500 1.840
C 0.797 -0.180 1.672
C 0.253 0.505 0.564
H -1.358 1.284 -3.658
H -1.110 2.429 -1.228
H 0.276 -2.127 -1.396
H -0.151 -3.565 1.008
H 0.737 -1.932 2.782
H 0.545 0.266 3.800
H 0.563 2.304 1.373
N -0.881 1.661 -1.912
O -1.356 2.125 -3.163
O -0.285 -0.216 -2.857
O 0.824 0.675 2.656
O -0.183 1.738 0.713
```


Entry 2:
Entry from the OMol25 dataset: C19H20BrN3SY as an isolated structure (ωB97M-V with the def2-TZVPD basis set).

Properties
Lowest unoccupied orbital energy   -3.15 eV
Net charge   +1
Relative energy (zero: lowest compared OMol25 entry of this formula, charge and spin)   11.0 kJ/mol
HOMO   -11.4 eV

Geometry as XYZ:
```
45
C19H20BrN3SY | the OMol25 dataset | ωB97M-V with the def2-TZVPD basis set
Y 0.033 0.222 0.353
C 2.765 -0.405 2.037
N 2.013 -1.133 0.987
C 2.897 -1.287 -0.186
C 1.631 -2.492 1.502
C 0.148 -2.693 1.731
C -0.264 -3.888 2.317
C -1.611 -4.138 2.509
C -2.557 -3.199 2.114
C -2.133 -2.016 1.531
C -0.774 -1.721 1.323
H 3.643 -0.985 2.337
H 2.129 -0.261 2.912
H 3.076 0.570 1.668
H 3.783 -1.879 0.065
H 3.222 -0.309 -0.538
H 2.365 -1.798 -0.991
H 2.185 -2.676 2.427
H 1.993 -3.234 0.786
H 0.462 -4.632 2.628
H -1.927 -5.066 2.967
H -3.610 -3.399 2.263
H -2.895 -1.299 1.231
S 1.051 2.608 0.902
C 1.481 2.399 -0.809
C 2.155 3.438 -1.469
C 2.513 3.280 -2.787
C 2.201 2.095 -3.457
C 1.539 1.117 -2.758
N 1.186 1.259 -1.469
H 2.383 4.342 -0.925
H 3.035 4.075 -3.303
H 2.469 1.939 -4.491
H 1.275 0.176 -3.226
Br -4.573 4.079 0.943
C -3.821 2.748 -0.141
C -4.425 2.354 -1.325
C -3.820 1.365 -2.082
C -2.642 0.804 -1.630
N -2.053 1.185 -0.489
C -2.634 2.144 0.241
H -5.350 2.814 -1.646
H -4.259 1.027 -3.010
H -2.152 0.019 -2.196
H -2.132 2.452 1.151
```


Entry 3:
Entry from the OMol25 dataset: C40H36AsNO4PRhS2 as an isolated structure in a non-equilibrium geometry (ωB97M-V with the def2-TZVPD basis set).

Properties
Lowest unoccupied orbital energy (spin up / spin down)   -2.03 / -2.03 eV
Relative energy (zero: lowest compared OMol25 entry of this formula, charge and spin)   342.7 kJ/mol
HOMO (spin up / spin down)   -6.4 / -6.4 eV

Geometry as XYZ:
```
86
C40H36AsNO4PRhS2 | the OMol25 dataset | ωB97M-V with the def2-TZVPD basis set
Rh -0.302 -0.579 -1.734
C 2.034 -3.611 4.700
C 1.065 -3.016 3.711
C 0.212 -3.855 2.959
C -0.669 -3.325 2.026
C -0.769 -1.962 1.835
C -0.006 -1.022 2.660
C 1.002 -1.673 3.501
S -2.140 -1.396 0.862
O -3.258 -2.247 1.184
O -2.235 0.011 1.177
N -1.731 -1.589 -0.640
C -2.146 -2.838 -1.319
C -1.039 -3.333 -2.184
O -0.983 -4.491 -2.541
O -0.135 -2.430 -2.547
H 1.589 -4.470 5.202
H 2.325 -2.884 5.457
H 2.940 -3.959 4.195
H 0.259 -4.930 3.100
H -1.311 -3.990 1.459
H -0.292 0.638 1.366
H 1.691 -1.009 4.021
H -2.990 -2.644 -1.990
H -2.457 -3.620 -0.635
S 0.874 0.396 -3.450
C 1.067 2.111 -3.062
C 2.031 2.856 -3.748
C 2.227 4.196 -3.450
C 1.462 4.827 -2.474
C 0.478 4.111 -1.811
C 0.275 2.767 -2.111
As -1.025 1.649 -1.256
C -2.429 1.457 -2.582
C -3.539 0.691 -2.224
C -4.553 0.472 -3.149
C -4.450 1.004 -4.426
C -3.335 1.756 -4.782
C -2.321 1.981 -3.863
C -1.831 2.868 0.005
C -3.006 3.527 -0.331
C -3.532 4.478 0.539
C -2.891 4.766 1.735
C -1.709 4.111 2.060
C -1.178 3.169 1.194
H 2.634 2.367 -4.505
H 2.990 4.753 -3.982
H 1.630 5.869 -2.234
H -0.139 4.600 -1.067
H -3.612 0.273 -1.229
H -5.417 -0.119 -2.870
H -5.236 0.829 -5.150
H -3.250 2.163 -5.782
H -1.451 2.560 -4.145
H -3.516 3.313 -1.258
H -4.446 4.993 0.273
H -3.308 5.503 2.411
H -1.198 4.334 2.989
H -0.242 2.691 1.447
C 2.981 -0.762 -1.463
P 1.513 -0.964 -0.419
C 1.698 0.187 0.920
C 2.734 1.106 0.880
C 2.876 2.114 1.829
C 1.952 2.185 2.893
C 0.902 1.326 2.965
C 0.603 0.333 1.914
C 1.907 -2.597 0.291
C 2.927 -2.601 1.245
C 3.429 -3.804 1.719
C 2.906 -5.006 1.262
C 1.897 -5.006 0.308
C 1.402 -3.805 -0.184
H 3.872 -0.899 -0.848
H 2.987 0.192 -1.978
H 2.933 -1.555 -2.210
H 3.479 1.037 0.098
H 3.702 2.809 1.762
H 2.086 2.930 3.670
H 0.213 1.379 3.802
H -0.727 -0.532 3.329
H 3.324 -1.661 1.616
H 4.243 -3.800 2.435
H 3.290 -5.944 1.647
H 1.499 -5.938 -0.073
H 0.662 -3.822 -0.945
```


Entry 4:
Entry from the OMol25 dataset: a 8-piece molecular cluster, C37H63BrN5O8S overall (ωB97M-V with the def2-TZVPD basis set).

Properties
Lowest unoccupied orbital energy   -3.22 eV
Net charge   +1
HOMO   -10.9 eV

Geometry as XYZ:
```
115
C37H63BrN5O8S | the OMol25 dataset | ωB97M-V with the def2-TZVPD basis set
C -2.273 1.571 -5.899
C -2.190 1.350 -4.728
N -2.081 1.078 -3.411
C -2.703 0.220 -2.541
N -3.697 -0.629 -2.825
Br -4.486 -0.810 -4.480
C -4.206 -1.471 -1.776
C -4.017 -2.832 -1.817
C -4.521 -3.548 -0.754
C -5.189 -2.871 0.254
N -5.382 -1.553 0.305
C -4.889 -0.882 -0.724
N -2.173 0.333 -1.329
C -1.223 1.255 -1.420
C -0.393 1.646 -0.260
S 1.130 0.675 -0.160
C 2.419 1.770 -0.830
C 2.993 1.331 -2.183
N -1.133 1.746 -2.645
C -0.238 2.819 -3.096
O -0.608 4.032 -2.557
C -1.862 4.530 -3.053
C -3.002 4.340 -2.059
C -4.362 4.173 -2.757
H -2.342 1.730 -6.949
H -3.494 -3.312 -2.631
H -4.412 -4.620 -0.695
H -5.594 -3.451 1.074
H -5.023 0.192 -0.725
H -0.976 1.400 0.625
H -0.200 2.717 -0.222
H 3.194 1.801 -0.069
H 1.984 2.766 -0.894
H 2.874 2.111 -2.936
H 4.052 1.112 -2.089
H 2.498 0.434 -2.553
H -0.221 2.833 -4.186
H 0.756 2.573 -2.735
H -1.719 5.590 -3.256
H -2.102 4.058 -4.010
H -2.810 3.456 -1.447
H -3.031 5.184 -1.373
H -5.053 3.639 -2.109
H -4.244 3.631 -3.695
H -4.784 5.145 -2.990
C 8.242 -0.323 -0.792
C 6.779 -0.038 -0.576
O 6.124 0.583 -1.384
C 6.169 -0.562 0.701
H 8.561 0.103 -1.740
H 8.831 0.115 0.016
H 8.414 -1.400 -0.806
H 6.687 -0.137 1.562
H 6.269 -1.647 0.743
H 5.116 -0.293 0.747
C 13.403 -1.627 1.171
C 12.286 -0.758 0.647
O 11.391 -0.372 1.362
C 12.338 -0.392 -0.817
H 13.251 -1.818 2.230
H 13.424 -2.575 0.631
H 14.363 -1.129 1.027
H 12.313 -1.293 -1.432
H 13.256 0.155 -1.035
H 11.483 0.235 -1.059
C -8.245 -2.462 1.723
C -8.935 -3.790 1.922
O -8.417 -4.675 2.562
C -10.289 -3.962 1.278
H -7.290 -2.469 2.239
H -8.080 -2.283 0.661
H -8.857 -1.650 2.121
H -10.210 -3.830 0.198
H -10.985 -3.216 1.665
H -10.672 -4.957 1.492
C -1.805 -2.705 2.185
C -1.786 -4.217 2.208
O -1.244 -4.841 1.326
C -2.474 -4.905 3.360
H -1.275 -2.364 1.297
H -2.833 -2.338 2.149
H -1.319 -2.292 3.070
H -3.529 -4.629 3.389
H -2.014 -4.608 4.304
H -2.387 -5.982 3.241
C -3.586 5.615 -7.508
C -4.852 5.184 -6.805
O -5.049 5.440 -5.640
C -5.862 4.425 -7.631
H -2.946 6.153 -6.813
H -3.053 4.744 -7.893
H -3.827 6.266 -8.350
H -5.416 3.507 -8.020
H -6.186 5.031 -8.477
H -6.723 4.175 -7.016
C 0.870 -0.088 3.586
C 1.986 0.840 4.009
O 2.787 1.265 3.206
C 2.045 1.189 5.470
H 0.949 -0.263 2.516
H 0.952 -1.035 4.122
H -0.098 0.362 3.816
H 2.167 0.274 6.051
H 1.121 1.682 5.777
H 2.886 1.854 5.655
C 4.127 -2.757 7.331
C 2.716 -2.452 7.768
O 1.971 -1.783 7.087
C 2.278 -3.019 9.094
H 4.321 -2.296 6.366
H 4.837 -2.373 8.064
H 4.268 -3.836 7.250
H 2.921 -2.644 9.892
H 2.352 -4.107 9.078
H 1.249 -2.730 9.295
```


Entry 5:
Entry from the OMol25 dataset: a single C18H28N2O2 molecule in a non-equilibrium geometry (ωB97M-V with the def2-TZVPD basis set).

Properties
Lowest unoccupied orbital energy   0.49 eV
Structure (SMILES)   C[C@]12CC[C@@H](O)C[C@H]1CC[C@@H]1[C@@H]2C(=O)C[C@]2(C)N=C(N)C[C@@H]12
Relative energy (zero: lowest compared OMol25 entry of this formula, charge and spin)   505.4 kJ/mol
HOMO   -9.0 eV

Geometry as XYZ:
```
50
C18H28N2O2 | the OMol25 dataset | ωB97M-V with the def2-TZVPD basis set
O -0.889 1.124 2.644
N -0.008 -3.575 2.226
O 2.096 3.612 0.356
C -0.768 0.199 1.737
C 0.738 -4.263 1.419
N 1.055 -5.573 1.650
C -1.975 -2.614 0.970
C -0.624 -1.146 2.479
C 1.006 -3.497 0.152
C 1.106 -0.564 -1.545
C -2.259 1.383 -0.987
C -0.691 2.864 0.380
C -0.251 4.168 -0.268
C 0.617 0.589 -2.546
C 1.296 2.650 -1.610
C -0.522 -2.377 1.514
C -0.173 0.423 0.253
C 0.564 -1.979 0.519
C 0.049 -0.844 -0.522
C -0.795 1.646 -0.543
C 1.197 3.930 -0.681
C 0.073 1.837 -1.813
H 1.876 2.696 0.573
H 2.028 -5.763 1.459
H 0.793 -5.824 2.619
H -2.096 -3.557 0.383
H -2.659 -2.683 1.885
H -2.349 -1.733 0.354
H 0.285 -0.995 3.063
H -1.435 -1.482 3.181
H 0.449 -3.895 -0.725
H 2.144 -3.328 -0.015
H 2.015 -0.196 -1.027
H 1.385 -1.545 -2.049
H -2.734 0.713 -0.294
H -2.337 1.014 -2.076
H -2.832 2.257 -1.003
H -0.155 2.667 1.199
H -1.626 3.159 0.747
H -0.251 5.007 0.471
H -0.846 4.356 -1.197
H 1.370 0.721 -3.323
H -0.214 0.180 -3.088
H 2.107 2.006 -1.062
H 1.648 2.961 -2.622
H 0.828 0.745 0.532
H 1.446 -1.458 1.047
H -0.693 -1.316 -1.094
H 1.589 4.832 -1.267
H -0.577 2.467 -2.453
```


Entry 6:
Entry from the OMol25 dataset: C13H27KN3O3Ta as an isolated structure in a non-equilibrium geometry (ωB97M-V with the def2-TZVPD basis set).

Properties
Lowest unoccupied orbital energy   -7.81 eV
Net charge   +2
Relative energy (zero: lowest compared OMol25 entry of this formula, charge and spin)   167.2 kJ/mol
HOMO   -15.8 eV

Geometry as XYZ:
```
48
C13H27KN3O3Ta | the OMol25 dataset | ωB97M-V with the def2-TZVPD basis set
N -1.404 1.330 0.032
C -1.937 2.424 0.039
O -2.335 3.536 -0.030
K -2.409 -0.714 -1.910
Ta 0.190 0.139 0.210
N 0.711 0.019 -1.671
N -0.619 -1.472 0.894
C 1.216 1.184 -2.499
C -1.668 -2.012 1.785
C 0.077 1.552 -3.446
C 2.495 0.747 -3.218
C 1.545 2.364 -1.602
C -2.033 -3.428 1.315
C -1.120 -2.042 3.221
C -2.865 -1.078 1.698
H -0.271 0.694 -4.044
H 0.411 2.337 -4.141
H -0.782 1.943 -2.877
H 3.235 0.388 -2.492
H 2.942 1.605 -3.740
H 2.327 -0.042 -3.961
H 0.686 2.706 -1.005
H 1.831 3.204 -2.257
H 2.406 2.159 -0.950
H -2.329 -3.432 0.253
H -2.883 -3.801 1.907
H -1.189 -4.121 1.442
H -0.261 -2.721 3.314
H -1.907 -2.402 3.903
H -0.810 -1.037 3.546
H -2.591 -0.025 1.851
H -3.590 -1.358 2.476
H -3.395 -1.165 0.732
C 0.703 -2.236 0.825
H 1.545 -1.553 0.517
H 0.977 -2.648 1.810
H 0.650 -3.061 0.095
C 0.523 -1.283 -2.427
H 1.482 -1.803 -2.580
H -0.114 -2.007 -1.873
H 0.071 -1.096 -3.424
C 1.395 3.261 2.975
O 0.828 2.499 1.887
C 1.367 1.291 1.602
O 2.360 0.779 2.126
H 2.303 2.806 3.366
H 0.633 3.324 3.751
H 1.602 4.250 2.576
```


Entry 7:
Entry from the OMol25 dataset: C45H52As2N10O2SSeV as an isolated structure in a non-equilibrium geometry (ωB97M-V with the def2-TZVPD basis set).

Properties
Lowest unoccupied orbital energy (spin up / spin down)   -8.70 / -7.70 eV
Net charge   +3
Expectation value of S²   2.091
Multiplicity   3
Relative energy (zero: lowest compared OMol25 entry of this formula, charge and spin)   117.5 kJ/mol
HOMO (spin up / spin down)   -14.3 / -14.4 eV

Geometry as XYZ:
```
114
C45H52As2N10O2SSeV | the OMol25 dataset | ωB97M-V with the def2-TZVPD basis set
V -0.093 -0.056 -0.055
N -1.632 2.705 2.674
C -1.252 2.544 1.400
N -0.784 1.317 1.246
C -0.894 0.768 2.494
N -1.409 1.600 3.368
C -0.409 -0.565 2.746
C -0.605 -1.250 3.953
N -0.123 -2.460 4.129
C 0.575 -3.000 3.144
C 0.766 -2.335 1.935
N 0.261 -1.126 1.731
H -2.038 3.512 3.130
H -1.338 3.304 0.643
H -1.162 -0.803 4.765
H 0.977 -3.986 3.326
H 1.326 -2.787 1.122
C 0.474 1.341 -3.253
C -0.896 1.947 -2.982
As -1.823 0.762 -1.705
C -2.934 -0.146 -3.065
C -4.063 0.532 -3.526
C -4.800 0.025 -4.581
C -4.423 -1.163 -5.186
C -3.299 -1.838 -4.741
C -2.548 -1.327 -3.692
C -3.209 1.911 -0.943
C -4.310 1.299 -0.347
C -5.319 2.048 0.234
C -5.234 3.432 0.234
C -4.149 4.056 -0.359
C -3.144 3.302 -0.944
As 1.442 1.322 -1.537
C 1.838 3.251 -1.452
C 1.378 4.031 -0.396
C 1.624 5.394 -0.366
C 2.331 5.990 -1.397
C 2.802 5.220 -2.451
C 2.561 3.857 -2.481
C 3.196 0.665 -2.108
C 3.515 0.526 -3.457
C 4.771 0.080 -3.834
C 5.716 -0.239 -2.873
C 5.400 -0.123 -1.527
C 4.146 0.325 -1.151
H 1.014 1.942 -3.996
H 0.373 0.310 -3.626
H -1.488 2.042 -3.903
H -0.755 2.947 -2.550
H -4.359 1.467 -3.059
H -5.665 0.566 -4.929
H -5.003 -1.554 -6.005
H -3.008 -2.760 -5.223
H -1.671 -1.860 -3.339
H -4.375 0.215 -0.382
H -6.171 1.554 0.675
H -6.016 4.023 0.686
H -4.088 5.135 -0.377
H -2.308 3.803 -1.421
H 0.856 3.551 0.425
H 1.271 5.990 0.463
H 2.519 7.050 -1.379
H 3.359 5.684 -3.251
H 2.944 3.252 -3.299
H 2.781 0.759 -4.218
H 5.014 -0.006 -4.882
H 6.697 -0.572 -3.171
H 6.135 -0.386 -0.780
H 3.881 0.406 -0.099
C 4.110 -0.558 3.684
N 4.685 0.599 3.053
C 5.986 1.000 3.120
C 6.094 2.149 2.401
N 4.857 2.442 1.906
C 4.521 3.584 1.103
C 4.001 1.486 2.307
Se 2.187 1.397 1.964
H 4.840 -1.015 4.346
H 3.800 -1.285 2.928
H 3.231 -0.264 4.262
H 6.726 0.452 3.666
H 6.947 2.767 2.214
H 5.187 4.409 1.348
H 3.491 3.879 1.308
H 4.608 3.351 0.037
O -1.581 -2.422 -1.120
C -2.198 -2.083 -0.097
O -2.007 -1.052 0.562
C -3.293 -3.105 0.375
N -3.296 -4.135 -0.697
C -4.614 -4.106 -1.387
C -5.163 -2.722 -1.065
C -4.710 -2.531 0.382
H -3.002 -3.505 1.350
H -3.047 -5.072 -0.384
H -2.506 -3.734 -1.315
H -5.260 -4.878 -0.966
H -4.490 -4.286 -2.452
H -6.244 -2.684 -1.173
H -4.719 -1.966 -1.717
H -5.341 -3.115 1.052
H -4.727 -1.497 0.718
S 1.327 -1.776 -1.180
C 1.749 -2.832 -2.423
N 2.806 -3.633 -2.309
C 2.990 -4.490 -3.465
C 1.847 -4.036 -4.396
N 1.149 -3.038 -3.594
H 3.412 -3.645 -1.508
H 2.903 -5.542 -3.179
H 3.977 -4.334 -3.905
H 1.177 -4.858 -4.659
H 2.223 -3.586 -5.318
H 0.339 -2.546 -3.932
```


Entry 8:
Entry from the OMol25 dataset: a 4-piece molecular cluster, CH10NO4 overall in a non-equilibrium geometry (ωB97M-V with the def2-TZVPD basis set).

Properties
Lowest unoccupied orbital energy   4.18 eV
Net charge   -1
Relative energy (zero: lowest compared OMol25 entry of this formula, charge and spin)   0.4 kJ/mol
HOMO   -4.6 eV

Geometry as XYZ:
```
16
CH10NO4 | the OMol25 dataset | ωB97M-V with the def2-TZVPD basis set
N -1.086 1.498 -1.111
C 0.166 0.720 -1.225
O 0.156 -0.449 -0.500
H -1.868 1.109 -1.610
H -1.282 1.776 -0.166
H 0.329 0.534 -2.296
H 0.891 1.434 -0.786
H 0.103 -0.012 1.088
H 0.636 -0.407 2.476
O 0.062 0.245 2.068
H -1.325 -1.095 0.134
H -2.019 -1.075 1.522
O -2.080 -1.482 0.655
H 1.647 -0.998 -0.057
H 3.061 -0.629 -0.425
O 2.608 -1.167 0.233
```


Respective E_tot values: -17046.48588 -106414.95210 -146548.38557 -144088.79912 -26192.92831 -42394.85871 -290031.68547 -10880.88511 eV.